{
  "formula": "C32H16F19GaGeN5S",
  "method": "the ωB97M-V functional and the def2-TZVPD basis",
  "elements": ["Ga", "C", "N", "C", "C", "C", "N", "C", "C", "F", "C", "F", "C", "C", "F", "C", "F", "H", "H", "H", "H", "H", "H", "H", "H", "H", "H", "H", "F", "C", "C", "C", "F", "C", "F", "C", "F", "C", "F", "Ge", "S", "C", "C", "F", "C", "F", "C", "F", "C", "F", "C", "F", "C", "C", "F", "C", "F", "C", "F", "C", "F", "C", "F", "N", "C", "C", "N", "C", "C", "N", "H", "H", "H", "H", "H"],
  "positions_angstrom": [[-0.789940, -1.513909, 0.048390], [-0.873928, -3.166715, -2.961692], [-0.728755, -1.837636, -2.359055], [-1.592361, -0.926295, -3.106874], [0.683374, -1.438222, -2.424655], [1.535593, -2.264808, -1.422995], [0.720408, -2.673278, -0.292683], [0.507407, -4.007138, -0.069138], [-0.796697, -4.501923, 0.046390], [-1.817569, -3.597025, -0.222384], [-1.094133, -5.821610, 0.324757], [-2.370637, -6.203378, 0.418357], [-0.071000, -6.738031, 0.480270], [1.235063, -6.292161, 0.337282], [2.226867, -7.166864, 0.463536], [1.528145, -4.960263, 0.074874], [2.802491, -4.565699, -0.033136], [-0.607267, -3.123831, -4.022768], [-0.221059, -3.892832, -2.481083], [-1.907096, -3.500084, -2.877489], [-1.279522, -0.858370, -4.151724], [-2.615112, -1.298956, -3.056540], [-1.568792, 0.069190, -2.672892], [1.078824, -1.577423, -3.436657], [0.749390, -0.372697, -2.171334], [1.937725, -3.145863, -1.923309], [2.391675, -1.665604, -1.097428], [-0.286782, -7.772343, 0.687841], [1.504667, -0.121366, 0.919644], [2.362900, 0.666485, 0.203102], [1.806204, 1.687926, -0.541472], [2.653579, 2.484271, -1.295259], [2.126893, 3.446241, -2.046330], [4.034523, 2.315727, -1.264021], [4.829100, 3.120175, -1.952338], [4.572636, 1.302266, -0.471985], [5.883165, 1.144654, -0.406665], [3.732094, 0.448346, 0.248303], [4.243364, -0.534555, 0.978793], [-0.093451, 2.203761, -0.197353], [-1.652730, 0.619434, 0.007057], [-0.759949, 3.403580, -1.612363], [-0.593926, 3.040016, -2.933070], [0.081799, 1.897856, -3.161134], [-1.111772, 3.790802, -3.976563], [-0.965604, 3.402915, -5.237778], [-1.820323, 4.954305, -3.673237], [-2.369386, 5.663286, -4.646015], [-1.974238, 5.357331, -2.347015], [-2.642927, 6.464646, -2.058910], [-1.442904, 4.568933, -1.334288], [-1.598287, 4.902473, -0.047165], [0.151324, 3.307099, 1.451115], [0.986557, 4.405507, 1.331424], [1.556958, 4.616722, 0.138584], [1.244768, 5.269360, 2.385818], [2.064912, 6.297843, 2.226856], [0.622213, 5.038014, 3.611609], [0.850684, 5.837103, 4.639187], [-0.234352, 3.950562, 3.753108], [-0.832427, 3.701150, 4.918333], [-0.454262, 3.104318, 2.673353], [-1.262299, 2.046960, 2.833404], [-1.606016, -0.056804, 5.158499], [-1.843530, -1.017484, 4.260814], [-1.251503, -1.027897, 2.971670], [-1.544273, -1.975577, 2.092901], [-2.378193, -2.951362, 2.474139], [-2.910887, -2.956577, 3.759167], [-2.665635, -2.007884, 4.629946], [-1.129765, 0.793646, 4.915529], [-2.157565, -0.067041, 6.001235], [-0.565567, -0.250568, 2.659381], [-2.652432, -3.724344, 1.779879], [-3.570451, -3.748491, 4.082249]],
  "atomic_forces_ev_per_a": [[0.45, -0.37, -0.36], [-0.07, -0.30, 0.12], [-0.07, 0.23, 0.24], [-0.09, 0.35, -0.06], [0.19, 0.13, 0.26], [-0.05, 0.04, -0.28], [-0.59, 1.18, 0.74], [-0.20, -0.83, 0.32], [0.17, 0.03, -0.12], [0.12, -0.26, 0.16], [0.13, 0.11, -0.04], [0.00, 0.07, 0.00], [0.01, 0.30, -0.08], [-0.30, 0.06, -0.07], [0.10, 0.11, 0.01], [-0.09, 0.09, 0.00], [-0.09, -0.04, 0.04], [0.00, 0.02, -0.01], [-0.07, 0.02, 0.01], [0.04, -0.03, 0.02], [-0.03, -0.04, -0.09], [0.00, 0.03, -0.07], [0.04, -0.02, 0.01], [-0.02, 0.16, 0.00], [-0.07, -0.07, -0.10], [0.00, -0.02, 0.04], [-0.06, -0.07, -0.10], [0.01, -0.12, 0.04], [0.63, 0.18, 0.02], [-0.05, 0.18, -0.10], [-0.67, -0.12, 0.05], [0.03, -0.28, 0.14], [0.38, 0.12, -0.21], [-0.26, -0.13, 0.18], [0.02, -0.07, 0.00], [-0.35, 0.01, -0.04], [-0.07, -0.06, -0.02], [-0.18, 0.11, 0.03], [0.05, -0.03, 0.00], [0.67, 0.57, 0.02], [0.44, -0.78, 0.02], [0.10, -0.38, 0.26], [-0.17, 0.11, 0.19], [-0.08, 0.03, -0.48], [0.03, -0.10, 0.21], [0.00, 0.04, -0.02], [0.09, -0.17, 0.27], [0.11, -0.01, 0.07], [0.07, -0.15, 0.05], [-0.03, 0.04, -0.05], [0.06, -0.22, -0.12], [-0.34, 0.45, -0.20], [-0.20, -0.37, -0.32], [-0.09, -0.20, 0.29], [0.10, 0.39, 0.20], [-0.13, -0.17, -0.14], [-0.01, 0.03, 0.08], [-0.07, -0.22, -0.20], [-0.01, -0.01, -0.05], [0.00, -0.13, -0.21], [0.06, 0.05, 0.03], [0.36, 0.32, -0.10], [-0.19, -0.06, 0.34], [0.16, 0.47, 0.36], [-0.03, -0.60, -0.58], [0.10, 0.27, 0.31], [0.05, 0.18, -0.59], [-0.31, -0.40, 0.12], [0.19, -0.04, -0.55], [0.18, 0.50, 0.34], [-0.05, -0.01, -0.06], [0.07, -0.02, -0.01], [-0.10, 0.01, 0.07], [0.05, 0.02, -0.11], [-0.06, -0.13, -0.09]],
  "lumo_energy_ev": -3.5,
  "multiplicity": 1,
  "orbital_gap_ev": 7.98,
  "homo_ev": -11.4519,
  "total_energy_ev": -212246.2197,
  "max_force_ha_per_bohr": 0.02951,
  "charge": 1
}